Record 1
40
Properties=species:S:1:pos:R:3:forces:R:3 method="wB97M-V/def2-TZVPD" energy_ha=-914.2202 homo_lumo_gap_ev=7.73 lumo_energy_ev=-3.95 de_lowest_kj_mol=0.0 spin_multiplicity=1 e_homo_ev=-11.68 charge=+1
H -4.43964 3.82609 1.49931 -0.035 -0.056 -0.004
C -1.53886 1.54620 1.15347 0.075 0.032 -0.044
H -2.14526 4.80412 1.56997 -0.008 0.004 0.011
H 3.75662 -3.85028 0.49033 0.044 -0.092 0.107
H 2.72953 -1.23868 0.53347 -0.026 -0.038 0.126
H -3.73043 2.31883 2.08685 -0.001 -0.011 0.002
C 1.66941 0.86260 -2.26327 0.352 -0.094 -0.034
H -1.71701 1.18416 2.16634 -0.052 -0.029 -0.016
H 0.84315 2.36287 -0.99866 0.007 0.218 0.042
C -0.72182 -2.50833 -0.50706 0.006 0.231 -0.018
H -3.77235 3.74064 3.13357 -0.024 -0.060 0.023
C -0.11115 -2.91636 0.66585 -0.005 -0.180 0.034
N 1.94492 -0.29773 -1.76686 -1.483 0.405 -0.505
H -0.60709 -3.60436 1.33382 0.106 0.006 0.041
C 1.22238 -1.13318 -1.00138 0.773 -0.163 0.576
O -0.28914 3.55283 0.74960 0.029 -0.229 -0.120
C -3.64092 3.39971 2.10654 0.081 0.192 -0.016
C -1.33067 3.04830 1.14609 -0.042 0.078 0.046
H 1.81126 0.30819 -4.29443 -0.203 -0.100 -0.058
C 1.24696 1.01992 -3.69031 0.996 -0.022 -0.192
C 1.71191 -2.88921 2.24685 -0.129 -0.308 0.212
C 1.75896 -1.58487 0.21009 0.149 -0.180 -0.042
H 2.10371 -2.02519 2.78335 0.131 0.032 -0.152
O 2.75888 -3.84676 2.08798 0.232 0.181 -0.156
C 1.81310 2.09619 -1.43273 0.157 -0.365 -0.025
H -0.63675 1.07910 0.76436 0.019 0.032 0.014
H 1.45125 2.01849 -4.06900 -0.257 0.048 0.004
N 1.10583 -2.45507 0.99341 -0.232 0.140 -0.162
N -2.01966 -3.03682 -0.76815 0.064 0.120 -0.277
H 0.18420 0.78241 -3.77718 -0.023 0.036 0.059
H 2.19024 2.92478 -2.02970 -0.204 0.091 0.008
C -0.05935 -1.61859 -1.33788 -0.006 0.191 0.122
H -1.98550 -3.65444 -1.57303 -0.039 -0.171 0.112
H 0.92959 -3.34963 2.84937 -0.027 0.014 -0.054
H -2.38530 1.26597 0.52501 -0.039 -0.018 0.053
H -2.66035 -2.29242 -1.02083 -0.038 0.007 0.075
H -0.52094 -1.29000 -2.26192 0.000 -0.055 0.013
O 2.90815 -4.25415 0.72956 -0.193 0.045 0.033
H 2.51793 1.88882 -0.63226 -0.141 0.111 0.169
N -2.34578 3.81586 1.59946 -0.015 -0.043 -0.007

---

Record 2
41
Properties=species:S:1:pos:R:3:forces:R:3 method="wB97M-V/def2-TZVPD" energy_ha=-969.1120 homo_lumo_gap_ev=9.50 lumo_energy_ev=0.58 de_lowest_kj_mol=827.1 spin_multiplicity=1 e_homo_ev=-8.93
N -6.07440 0.11356 0.23110 1.567 -1.518 -1.895
H 3.52233 -2.65738 0.48021 -0.167 -1.838 -1.800
O 3.74657 -1.98192 1.06612 3.853 -0.576 2.014
C -5.05967 -0.37055 -0.67883 -0.775 -1.492 0.097
C 2.73574 1.44473 -0.62028 4.302 1.922 0.156
N -1.40881 0.97848 0.90749 12.101 -5.161 -7.307
H 6.11582 3.04481 -0.15532 -4.721 -2.337 1.368
C -1.72137 -0.19057 0.07922 -1.556 -0.953 1.843
C 2.37798 0.44549 -1.66327 -1.779 3.374 -0.836
H 5.23658 1.97037 1.35253 -1.147 2.738 -4.372
H 3.01550 0.45630 -2.55904 -0.452 0.643 0.073
C -5.42832 1.05005 0.96842 -0.330 -0.073 -0.982
N 4.91790 2.58749 0.21833 5.148 -0.638 4.075
O -0.47249 -2.16668 -0.87375 -1.062 2.168 0.847
H -2.60249 -1.04391 -1.56512 -0.658 2.538 0.139
H -2.45404 -0.71338 0.77844 1.219 -0.427 -0.973
H -6.06498 1.52092 1.68260 0.464 0.799 0.696
H 3.30401 -1.58718 -1.71262 -1.955 1.596 2.033
H 4.68572 1.98022 -1.71629 -0.830 -1.982 2.125
H 0.35377 0.18276 1.01151 1.441 -1.021 -0.400
H -2.09575 1.36788 1.23062 -9.706 5.409 4.207
H 1.67738 -2.42015 0.13380 -0.568 1.089 -0.478
H 2.33682 1.14871 0.33295 0.145 0.181 0.483
O 2.65699 -0.37679 2.11888 0.669 -1.655 -2.115
C -0.50535 -1.10030 -0.21774 1.302 -0.970 -0.066
N -4.17180 1.26725 0.61903 -0.597 -0.517 -1.099
H -7.08518 -0.14768 0.15696 1.685 0.545 0.517
H 2.63165 2.54153 -0.73567 -1.162 -0.694 -0.504
H 1.58668 -1.12067 -2.14000 1.450 -1.752 2.619
C 2.37278 -0.93090 -1.23582 0.373 -4.403 -5.719
C -3.91855 0.39710 -0.49825 -3.726 -1.237 1.356
C -2.62585 0.06227 -1.12957 0.617 -1.101 -0.834
C 2.78836 -1.15869 1.15964 -1.486 4.274 4.367
H -2.40580 0.88041 -1.90875 0.524 -1.387 1.150
H -0.95424 1.52644 0.12972 -0.596 0.604 1.858
N 0.63479 -0.60563 0.36454 -2.964 0.456 -0.092
C 4.39416 1.52253 -0.62750 -0.313 0.137 -1.908
H 1.27559 0.61069 -1.93865 1.574 0.640 -0.067
H -5.14639 -1.46463 -1.11846 0.003 2.865 0.513
C 1.84757 -1.29534 0.09184 -1.821 -1.485 -0.248
H 4.78964 0.48397 -0.37993 -0.067 1.239 -0.841

---

Record 3
42
Properties=species:S:1:pos:R:3:forces:R:3 method="wB97M-V/def2-TZVPD" energy_ha=-1570.8943 homo_lumo_gap_ev="3.48 / 6.01" lumo_energy_ev="-1.28 / -2.71" de_lowest_kj_mol=172.4 spin_multiplicity=5 e_homo_ev="-4.76 / -8.71"
C 2.21539 1.33638 -5.16500 -0.438 -0.720 -0.381
O 2.22113 -2.29430 3.29544 -1.200 0.274 -0.688
C 1.75812 2.03496 2.87391 -0.365 0.290 -0.047
H 0.14762 -0.57400 4.67642 -0.243 0.253 -0.332
C 1.31403 -1.87833 2.58750 0.281 0.318 -0.331
C -0.16131 -2.37419 0.58374 0.085 2.643 0.004
N 0.59925 -2.72408 1.71480 0.696 -0.332 0.662
H -1.28080 2.80487 -1.59275 -1.209 -0.215 0.248
C -2.08648 2.09236 -1.23472 0.366 1.410 -1.914
H -1.27981 -0.55489 -6.93891 -0.170 -0.170 -0.122
H -2.20177 0.68655 3.95925 0.353 0.157 0.104
C -2.62028 -0.87217 -0.87975 -2.123 -1.185 -0.683
H 2.90866 0.54756 -5.44679 0.159 0.212 0.069
H 1.02476 2.18821 2.07410 0.343 0.385 0.471
O -0.71091 -3.19281 -0.12738 -0.042 -0.602 -0.084
H -1.79825 -1.45818 -5.46232 0.554 0.241 -0.130
C -1.15477 0.92803 3.72065 -0.097 0.443 0.076
H 0.81075 -3.72436 1.80978 -0.111 0.686 -0.127
H -0.26451 -1.90311 -6.34948 -0.194 -0.179 -0.030
C 0.84666 -0.37987 2.59924 -0.622 -0.467 0.387
Bi 0.12220 0.47274 -4.82196 -0.636 0.604 1.330
H -0.99987 -1.16098 3.47481 0.375 0.016 -0.025
H 2.49442 0.27631 3.93583 -0.508 -0.086 -0.492
H 1.33519 2.39867 3.82221 0.237 0.142 -0.357
O 0.01706 1.11091 0.76886 0.009 3.750 -0.882
H -3.23041 -0.67775 -1.77801 -0.004 -0.166 0.273
H 2.84280 0.34368 2.22645 -0.116 -0.259 0.030
H -3.10846 2.20100 -1.60330 0.072 0.600 0.144
H -0.76502 1.63436 4.46305 -0.273 0.037 -0.264
H -2.17838 -1.87824 -0.90967 -0.093 0.311 0.050
H -3.27234 -0.78312 0.03137 0.115 -0.260 -0.446
C -0.94308 -1.10627 -6.06331 0.755 0.239 -0.191
Os -1.39878 0.59136 -0.48425 2.025 -1.192 1.661
H 2.48775 1.83246 -4.21585 -0.293 -0.371 -0.487
Cl 0.97437 -1.13069 -3.15502 -0.139 0.071 0.059
H -1.14939 1.40602 2.73163 -0.065 0.029 0.390
N -0.20680 -0.98876 0.35858 -0.091 -3.374 -0.526
H 2.06633 2.04606 -5.97403 0.288 0.179 -0.008
C -0.31203 -0.32971 3.69901 0.513 -1.041 -0.127
H 2.66119 2.60707 2.59279 -0.354 -0.247 0.432
C 2.04810 0.54065 2.95526 0.551 -0.326 -0.185
C 0.22766 -0.09438 1.24785 1.607 -2.102 2.469

---

Record 4
50
Properties=species:S:1:pos:R:3:forces:R:3 method="wB97M-V/def2-TZVPD" energy_ha=-28971.7008 homo_lumo_gap_ev=10.12 lumo_energy_ev=0.16 de_lowest_kj_mol=134.5 spin_multiplicity=1 e_homo_ev=-9.96
H -1.28770 -0.99256 1.70211 0.006 0.051 -0.121
C 4.30783 -0.94814 0.51800 0.615 -0.434 -0.431
Br 4.36437 5.76720 0.85819 -0.022 0.203 0.121
H -2.51886 4.43534 -1.01210 -0.047 0.020 -0.088
Br 1.51069 2.35292 -0.25129 1.368 1.388 0.802
H 0.30973 -6.06188 -1.47941 -0.109 -0.112 -0.135
C 2.78874 4.64647 0.94629 -0.077 -0.607 0.362
Cl -2.76751 -1.80333 3.26693 -0.148 0.260 0.404
H 0.89097 0.84354 -2.42019 0.193 -0.018 0.012
H -2.07145 6.19028 0.55240 -0.168 -0.157 -0.115
H -0.92904 -3.93233 -0.92963 0.027 0.057 0.051
H 0.74457 -3.96376 -0.36790 0.131 -0.047 -0.030
H -4.02921 -1.97660 -2.44266 0.210 0.002 -0.266
Cl -0.89764 -0.41369 -3.26404 0.098 -0.012 -0.063
H 2.91729 3.94198 1.76666 0.187 0.167 0.065
Cl -1.98700 0.99031 2.71351 -0.112 -0.186 0.033
H 4.22053 -1.99857 0.76701 -0.053 -0.102 -0.032
C -1.55838 5.23519 0.68186 -0.176 1.901 0.779
H -0.59237 5.55924 1.06547 0.142 -0.734 0.217
C 0.03497 0.35143 -1.98523 -0.706 -0.008 0.029
Br -1.90233 -6.69815 -0.51736 -0.298 -0.282 -0.141
Br 3.60085 -0.44392 3.16073 0.052 0.023 0.148
C -1.52454 4.49337 -0.57973 -0.394 -0.515 -0.777
Br 3.96765 -0.80098 -1.39772 0.244 0.041 -0.135
C -3.35253 -2.67641 -1.95982 -0.428 -0.160 0.542
H -3.52592 -4.42299 -0.69689 -0.054 0.109 0.204
Br -2.41686 -3.74899 -3.28044 -0.161 0.027 -0.281
H 2.37473 4.49656 -1.17655 -0.072 0.022 -0.079
H 2.31709 -0.39749 1.02550 -0.005 0.037 0.197
H 3.67647 3.45337 -0.56283 0.130 0.055 -0.155
H 0.38188 -6.37569 0.26545 0.188 -0.121 -0.039
H 1.92835 5.26081 1.17807 -0.082 0.181 -0.218
Cl -0.00646 -0.92047 3.63612 -0.177 0.019 -0.031
H -2.57677 -2.12707 -1.43950 -0.008 0.030 0.183
Br -2.60506 4.29530 1.99878 0.076 -0.113 0.195
Cl -0.94760 1.61114 -1.18660 -1.417 -1.995 -1.120
Br -4.82234 -2.64284 0.47336 -0.128 0.072 -0.034
H 3.45291 0.93692 1.11272 0.149 0.201 -0.076
H 5.33455 -0.63737 0.66806 0.069 0.061 0.022
C -0.16660 -5.87311 -0.52226 0.438 -0.915 0.083
Cl 0.57583 -0.84808 -0.80717 -0.425 -0.075 -0.063
C 2.70811 3.88667 -0.34714 0.417 -0.246 -0.125
C -0.22952 -4.43131 -0.26492 -0.250 1.182 0.271
H -1.15691 3.47935 -0.48248 0.277 0.764 0.234
Br -0.43033 5.44802 -1.86421 0.117 -0.081 -0.066
C 3.33837 -0.12214 1.26325 -0.552 0.080 0.503
C -4.15233 -3.60827 -1.05087 0.646 -0.116 -0.631
Br -0.80220 -4.06325 1.56089 0.022 0.124 -0.163
C -1.51327 -0.70750 2.72028 0.439 -0.105 -0.189
H -4.97575 -4.03851 -1.61268 -0.175 0.063 0.148

---

Record 5
49
Properties=species:S:1:pos:R:3:forces:R:3 method="wB97M-V/def2-TZVPD" energy_ha=-2998.7871 homo_lumo_gap_ev=8.90 lumo_energy_ev=-3.43 spin_multiplicity=1 e_homo_ev=-12.33 charge=+1
C 0.98617 -2.63907 -2.24571 0.085 0.004 0.352
O 2.05896 -0.02992 3.58086 0.159 -0.284 0.133
H -0.81202 1.56753 -3.63735 -0.353 -0.273 0.012
C 0.48172 -4.50703 1.40614 -0.370 -0.271 -0.280
Cl -4.54882 1.72795 3.10683 0.027 -0.014 -0.032
N 0.38771 0.00200 1.65708 0.257 -1.035 0.598
H 0.18890 0.58999 -1.50100 -0.403 -0.197 0.249
H 2.19966 2.80283 -2.00725 0.096 0.389 -0.122
F -0.26900 -0.40015 3.91515 -0.715 -0.468 0.452
C -0.31806 2.17399 -2.88632 -0.391 0.174 0.178
C -4.63520 0.22481 2.19096 -0.085 0.014 0.113
H -2.02064 3.25332 -2.60044 0.028 0.535 -0.016
H 1.18467 2.74133 -0.57159 0.012 0.304 0.176
H 2.39897 -1.38834 -0.48568 0.254 0.043 0.100
C -1.85158 2.23730 -0.92882 -0.241 -0.598 -0.022
H 0.63290 -3.39154 -2.92924 -0.149 -0.138 -0.354
H 0.49243 -4.46641 2.48766 0.106 0.029 0.298
N 1.60713 -1.26236 0.12646 -0.446 -0.221 -0.428
C 1.45796 -0.14453 0.80873 0.113 -0.221 0.110
O -2.21391 1.08198 -0.97822 0.562 0.257 -0.271
H 2.01279 -2.86352 -1.98417 0.346 0.040 -0.047
H 1.24334 0.77367 -2.86124 0.090 -0.179 -0.266
H 2.94466 0.38841 -1.32164 0.020 -0.381 0.025
H -1.83075 4.08409 0.10134 0.170 0.323 0.083
C 0.67304 1.32983 -2.12244 0.331 0.157 -0.050
H 3.66864 1.78337 -0.61164 0.353 0.036 0.222
H 0.90536 -1.66147 -2.70331 0.080 0.226 -0.201
Cl -3.01317 -0.43189 1.91075 0.070 -0.067 -0.011
Cl -5.64897 -0.95642 3.00210 0.003 0.005 -0.009
O -1.02972 -3.07192 -1.06632 0.265 -0.020 0.239
S 0.78265 0.46415 3.25477 0.553 1.225 -0.735
H -2.96395 2.91591 0.74748 -0.138 -0.252 0.307
N 2.34826 0.84182 0.69364 -0.942 0.228 -0.816
H 1.97063 1.67472 1.13189 0.332 0.109 0.392
C 1.38304 -3.47450 0.86842 0.650 0.156 -0.106
H -1.22515 2.71098 1.02921 0.172 -0.127 0.312
N -1.24460 2.94918 -2.02228 0.367 -0.741 -0.087
H -0.15909 -0.86008 1.72220 -0.100 0.066 -0.415
C 1.68640 2.14137 -1.32387 -0.122 -0.696 -0.202
H -0.53583 -4.38068 1.06562 -0.237 0.076 -0.056
O 0.43815 1.82352 3.37629 -0.103 0.094 0.190
C 2.74038 1.23941 -0.68838 0.433 0.778 0.159
C 0.10009 -2.69831 -1.04682 -0.967 -0.081 0.068
O 2.58215 -3.49209 0.88008 -0.377 0.179 0.121
C -1.97701 3.03886 0.32468 -0.417 0.511 -0.442
H 0.85219 -5.46983 1.08850 0.123 -0.358 0.078
H -5.06553 0.43974 1.22251 0.019 0.004 -0.045
N 0.69684 -2.32047 0.26093 0.394 0.374 0.245
H 0.25719 2.90849 -3.43653 0.082 0.287 -0.195